(1)
{"formula": "C36H94F3N8O10Pd", "method": "ωB97M-V/def2-TZVPD", "elements": ["Pd", "F", "F", "F", "O", "O", "O", "O", "O", "O", "O", "O", "O", "O", "N", "N", "N", "N", "N", "N", "N", "N", "C", "C", "C", "C", "C", "C", "C", "C", "C", "C", "C", "C", "C", "C", "C", "C", "C", "C", "C", "C", "C", "C", "C", "C", "C", "C", "C", "C", "C", "C", "C", "C", "C", "C", "C", "C", "H", "H", "H", "H", "H", "H", "H", "H", "H", "H", "H", "H", "H", "H", "H", "H", "H", "H", "H", "H", "H", "H", "H", "H", "H", "H", "H", "H", "H", "H", "H", "H", "H", "H", "H", "H", "H", "H", "H", "H", "H", "H", "H", "H", "H", "H", "H", "H", "H", "H", "H", "H", "H", "H", "H", "H", "H", "H", "H", "H", "H", "H", "H", "H", "H", "H", "H", "H", "H", "H", "H", "H", "H", "H", "H", "H", "H", "H", "H", "H", "H", "H", "H", "H", "H", "H", "H", "H", "H", "H", "H", "H", "H", "H"], "xyz": [[11.7305, 14.4572, -5.3655], [15.8142, 12.7773, -4.3417], [16.4731, 13.4720, -2.3752], [14.8720, 12.0255, -2.5424], [12.8020, 12.6999, -6.4830], [15.1003, 9.2942, -7.4668], [14.9313, 15.2277, -4.1578], [16.5904, 7.6476, 0.9587], [20.9770, 17.8198, -3.5298], [12.8092, 12.4320, 1.7488], [12.0818, 20.4471, -6.1446], [13.1608, 13.8981, -3.7436], [17.9219, 11.8151, 1.7192], [11.1591, 16.3256, -4.3776], [16.6822, 8.2989, -5.2429], [22.1502, 17.6315, -7.0125], [20.1314, 13.9147, 1.7667], [11.3817, 12.2416, -1.6957], [15.4538, 9.1178, -2.1937], [13.0409, 18.4858, -7.8324], [13.3132, 15.5515, -6.5597], [10.1119, 13.6695, -3.9442], [12.0034, 17.4708, -4.2818], [16.2127, 7.6491, 2.3027], [14.7261, 9.5203, -8.8009], [15.2804, 19.3386, -7.6723], [19.2928, 14.6035, -0.4070], [11.3389, 12.5302, -0.2689], [14.6452, 15.1907, -8.5826], [13.5986, 14.5622, -7.6463], [18.6584, 12.3780, 0.6564], [18.9489, 13.8740, 0.9000], [11.2981, 21.6294, -5.9694], [17.7369, 8.9837, -1.3186], [8.6176, 14.5732, -2.2201], [16.2797, 9.9439, -7.0748], [13.9428, 19.2661, -6.9567], [16.5265, 9.7556, -5.5924], [17.7974, 10.4755, -5.1313], [19.7471, 17.5899, -2.8896], [10.4855, 16.0108, -3.1537], [15.3983, 13.1370, -3.1048], [20.9008, 17.6315, -4.9144], [14.3656, 14.2818, -3.2538], [9.4653, 14.9206, -3.4418], [22.7171, 19.3271, -5.3546], [16.5227, 16.8687, -4.8402], [16.3012, 8.3537, -1.3073], [10.1823, 11.7653, 0.3873], [15.9045, 16.1339, -3.6767], [13.9981, 13.2233, -7.0310], [12.7020, 12.2193, 0.3723], [22.2469, 17.8995, -5.5934], [15.7209, 8.3531, 0.0954], [12.8101, 13.7667, 2.1666], [16.5600, 12.1085, 1.7622], [13.1075, 11.4336, -5.8724], [13.3860, 20.6498, -6.6631], [17.7066, 10.0603, -1.1407], [18.3356, 14.6198, -0.9384], [12.7309, 13.7706, 3.2525], [14.7856, 13.4581, -6.3066], [15.5451, 16.8042, -2.8883], [16.0394, 7.8785, -5.9184], [15.8164, 18.4040, -7.4960], [13.0082, 19.0242, -8.6963], [16.3055, 11.0307, -7.2426], [18.6966, 9.9496, -5.4626], [14.9257, 14.5472, -9.4181], [10.5895, 13.1617, -3.1770], [15.7534, 17.4181, -5.3864], [11.0010, 22.0027, -6.9512], [17.2127, 17.6251, -4.4567], [11.2059, 15.6918, -2.3956], [14.2836, 16.1306, -8.9992], [21.8541, 16.6710, -7.1440], [9.2290, 12.0370, -0.0675], [15.9392, 11.2124, 1.7611], [18.3936, 8.4985, -0.5932], [15.5654, 15.4403, -8.0445], [16.2619, 12.7154, 0.8930], [13.6941, 14.3422, 1.8681], [12.2356, 12.6007, -2.1405], [13.3295, 16.4498, -7.0665], [11.9318, 22.3332, -5.4281], [9.3103, 14.1454, -1.4934], [11.5471, 11.2391, -1.8158], [11.9568, 14.3759, 1.8403], [12.1671, 10.9885, -5.5467], [16.2368, 12.7532, 2.5874], [19.6337, 15.6252, -0.2412], [10.4032, 21.4026, -5.3980], [13.6913, 11.5450, -4.9573], [12.1026, 18.5890, -7.4442], [9.3547, 13.0318, -4.1792], [20.0783, 14.0902, -0.9587], [11.4583, 18.3326, -3.8917], [14.0482, 21.2360, -6.0152], [17.8593, 11.4646, -5.5898], [16.7526, 15.6422, -3.1793], [14.4433, 12.6457, -7.8447], [7.8493, 13.8340, -2.4280], [16.0709, 8.6727, 2.6841], [18.0470, 14.3130, 1.3430], [10.1170, 12.0348, 1.4406], [22.7498, 19.6041, -4.3009], [15.5652, 9.3747, 0.4595], [15.2494, 8.9158, -9.5523], [13.4809, 12.7894, -0.1536], [14.2109, 14.7724, -2.2812], [19.8975, 17.7029, -1.8223], [15.2765, 7.1117, 2.4927], [20.0544, 13.1839, 2.4723], [14.1657, 15.6012, -5.9952], [18.2124, 8.8126, -2.2868], [17.8259, 10.5058, -4.0447], [18.1368, 12.2354, -0.3006], [17.1989, 9.6162, -7.5796], [22.0034, 20.0308, -5.7901], [14.8116, 10.5374, -9.1957], [19.5430, 11.7392, 0.6436], [14.0123, 18.7591, -5.9912], [12.2318, 17.7118, -5.3146], [10.3130, 10.6882, 0.2755], [23.0112, 17.7793, -7.5168], [15.9557, 20.1292, -7.3308], [18.9760, 18.3104, -3.2015], [22.9697, 17.1787, -5.1798], [8.2175, 15.4681, -1.7411], [12.7102, 14.4098, -8.2640], [17.5930, 8.0692, -5.6463], [17.1224, 16.2517, -5.5075], [20.2144, 18.3481, -5.3933], [12.8260, 11.1461, 0.1977], [15.2705, 19.4846, -8.7538], [15.3957, 10.0977, -1.9526], [11.1308, 13.5992, -0.1444], [19.3261, 16.6335, -3.2221], [13.6119, 10.7494, -6.5537], [15.6623, 10.0342, -4.9805], [16.4489, 7.3533, -1.7114], [20.1478, 14.7660, 2.3230], [14.7821, 7.7867, 0.0832], [17.0512, 7.2474, 2.8691], [23.7055, 19.4477, -5.7970], [9.8878, 16.8856, -2.8891], [12.8848, 17.2483, -3.6771], [13.2574, 21.2643, -7.5668], [20.5097, 16.6283, -5.1345], [8.8960, 15.3283, -4.2824], [15.8274, 9.1202, -3.1355], [13.6906, 9.1838, -8.8637]], "total_charge": 1, "s_squared": 2.00, "e_tot_ev": -82874.523, "orbital_gap_ev": [8.1, 5.8], "spin_multiplicity": 3}

(2)
{"formula": "C7H8IN", "method": "ωB97M-V/def2-TZVPD", "elements": ["I", "N", "C", "C", "C", "C", "C", "C", "C", "H", "H", "H", "H", "H", "H", "H", "H"], "xyz": [[1.3316, 2.2219, 1.6258], [-1.5425, -0.2968, 2.3830], [0.2536, 0.6092, 0.7389], [1.2018, 0.4786, -1.5992], [0.2574, -1.4874, -0.4270], [-1.4360, 1.0162, 0.2253], [-0.4038, -2.4780, -0.5434], [-1.0285, 0.2299, 1.3871], [1.0004, -0.2492, -0.2562], [0.4343, 0.1875, -2.3122], [-1.7054, 0.4996, -0.6765], [2.1780, 0.2622, -2.0275], [-1.7542, 2.0340, 0.3589], [-0.9240, -0.7329, 3.0612], [1.1254, 1.5528, -1.4458], [-0.9733, -3.3510, -0.6600], [1.9853, -0.4967, 0.1674]], "e_tot_ev": -16975.228, "e_above_lowest_ev": 1.639, "orbital_gap_ev": 9.2}

(3)
{"formula": "CH4NO3", "method": "ωB97M-V/def2-TZVPD", "elements": ["O", "O", "O", "N", "C", "H", "H", "H", "H"], "xyz": [[-2.0187, 1.0427, 0.4600], [2.2851, -0.0118, 0.3231], [0.3926, 0.9928, 0.1187], [0.4434, -1.1743, -0.5308], [1.1337, -0.0338, -0.0170], [-0.4316, -0.8304, -0.9589], [0.9536, -2.0257, -0.6647], [-1.3879, 0.3750, 0.7690], [-1.3701, 1.6655, 0.5005]], "total_charge": -1, "e_tot_ev": -8735.968, "e_above_lowest_ev": 0.974, "orbital_gap_ev": 8.2}

(4)
{"formula": "C4H6ClFO3S", "method": "ωB97M-V/def2-TZVPD", "elements": ["Cl", "S", "F", "O", "O", "O", "C", "C", "C", "C", "H", "H", "H", "H", "H", "H"], "xyz": [[-2.3664, 1.6976, -0.8325], [1.0658, 1.2007, -1.5533], [-1.9756, -0.3341, 1.4737], [1.5624, 0.7650, -0.0683], [-0.2788, 0.2535, -1.6286], [0.7030, 2.5755, -1.3733], [-1.3330, 0.2577, -0.6865], [0.1858, -1.0427, 0.8550], [1.5391, -0.6369, 0.2499], [-0.8582, 0.0600, 0.7508], [-0.5050, 1.0003, 1.1731], [0.2950, -1.2740, 1.9152], [2.3502, -0.7690, 0.9623], [-0.1987, -1.9393, 0.3639], [-1.9575, -0.5921, -0.9592], [1.7719, -1.2221, -0.6423]], "e_tot_ev": -36462.055, "e_above_lowest_ev": 0.000, "orbital_gap_ev": 11.1}

(5)
{"formula": "C18H11ClIrN5O3", "method": "ωB97M-V/def2-TZVPD", "elements": ["Ir", "Cl", "O", "O", "O", "N", "N", "N", "N", "N", "C", "C", "C", "C", "C", "C", "C", "C", "C", "C", "C", "C", "C", "C", "C", "C", "C", "C", "H", "H", "H", "H", "H", "H", "H", "H", "H", "H", "H"], "xyz": [[0.8277, -0.0861, -0.0677], [1.3393, 7.1635, -2.3917], [2.5249, 1.5938, 0.2507], [0.0369, 1.7083, -0.7287], [-1.1433, -0.2235, -0.2340], [5.2470, -2.6318, 3.4230], [2.5959, -0.8688, 0.0338], [4.4884, -1.3991, 1.4280], [-0.6551, -4.0724, 1.2247], [0.3470, -2.1921, 0.7558], [-4.5131, -2.5489, 0.1473], [-0.8306, -2.8109, 0.7763], [0.3815, 2.9113, -1.0605], [0.9907, 5.5404, -1.8776], [4.8558, -2.0712, 2.4923], [-2.1917, -0.9910, -0.0873], [-3.2885, -3.0607, 0.5016], [-0.6222, 3.7846, -1.5482], [0.6756, -4.2708, 1.4978], [3.4735, -1.1552, 0.7757], [-2.1211, -2.2937, 0.3965], [1.9868, 4.7314, -1.4213], [-0.3312, 5.0676, -1.9253], [-4.5909, -1.2333, -0.3178], [-3.4526, -0.4725, -0.4312], [1.2847, -3.1050, 1.2034], [1.6888, 3.4289, -0.9780], [2.7008, 2.6394, -0.3711], [-1.1169, 5.7277, -2.2678], [-1.3813, -4.7547, 1.3467], [2.3229, -2.8732, 1.2811], [-5.4026, -3.1570, 0.2328], [3.0062, 5.0947, -1.3721], [1.0623, -5.2029, 1.8664], [-3.2508, -4.0792, 0.8700], [-5.5520, -0.8162, -0.5887], [-3.4870, 0.5485, -0.7880], [-1.6328, 3.4005, -1.5879], [3.7271, 3.0298, -0.4589]], "e_tot_ev": -47795.148, "e_above_lowest_ev": 2.960, "orbital_gap_ev": [6.4, 6.3]}

(6)
{"formula": "C30H30F10O34PPd", "method": "ωB97M-V/def2-TZVPD", "elements": ["Pd", "P", "F", "F", "F", "F", "F", "F", "F", "F", "F", "F", "O", "O", "O", "O", "O", "O", "O", "O", "O", "O", "O", "O", "O", "O", "O", "O", "O", "O", "O", "O", "O", "O", "O", "O", "O", "O", "O", "O", "O", "O", "O", "O", "O", "O", "C", "C", "C", "C", "C", "C", "C", "C", "C", "C", "C", "C", "C", "C", "C", "C", "C", "C", "C", "C", "C", "C", "C", "C", "C", "C", "C", "C", "C", "C", "H", "H", "H", "H", "H", "H", "H", "H", "H", "H", "H", "H", "H", "H", "H", "H", "H", "H", "H", "H", "H", "H", "H", "H", "H", "H", "H", "H", "H", "H"], "xyz": [[0.5965, -1.7385, -0.2471], [0.1531, 0.3818, 0.6677], [-2.4683, 0.5825, 4.6333], [1.1884, 2.8547, -3.9882], [5.4766, -2.9414, -4.6367], [4.2787, 0.7318, 3.0576], [-2.4021, 3.1994, -1.1106], [0.0786, 0.8653, 5.1198], [-6.0941, -2.5790, 0.2783], [-0.3525, 3.5679, 4.1852], [0.3248, -4.2029, -5.4274], [0.8500, 5.2861, 0.3060], [4.0565, -2.1876, -3.0585], [-0.2356, 1.6949, 1.2808], [-5.4040, 1.3101, -2.7740], [2.3450, 4.0055, -0.7905], [-4.0409, 1.6731, -1.0516], [2.6435, -0.9810, 7.5934], [-0.9957, -0.6097, 0.1259], [0.9370, -0.6874, 1.6002], [3.5338, 4.1222, 1.0693], [-2.5967, -1.2440, 3.3797], [1.2629, -1.6811, 5.8023], [2.8635, -3.9325, -2.7110], [2.1844, 0.3993, 5.5999], [-3.1964, 1.2444, -3.0310], [-0.2802, -4.0080, -3.2849], [3.3537, 0.6052, -4.2168], [-2.5778, 3.6072, 4.4556], [4.6235, 3.9130, -0.9958], [5.7528, -0.9280, -0.7441], [-3.4275, 5.3073, 5.7707], [-4.5806, -0.4241, 2.9184], [-1.7796, -2.5301, -4.1125], [2.3623, -0.9557, -5.5535], [-4.4041, -2.5465, 3.6740], [4.7215, 0.3948, 0.8390], [-0.4614, -2.0231, -2.2902], [-4.3334, -1.6500, -2.0366], [-2.1396, 5.6829, 3.9121], [2.3003, -1.9166, -1.7148], [-5.4097, -2.6329, -3.8025], [1.0858, 0.2266, -0.6396], [1.1483, 0.6219, -4.3335], [-5.3486, -3.6021, -1.6735], [4.3551, -1.7542, 0.7644], [2.8511, 1.3467, -3.1048], [-1.9625, -3.7194, -4.8758], [1.3938, 4.0324, 0.1944], [1.1367, 0.2512, 4.6284], [3.8320, 0.2082, 1.8984], [1.4468, 1.6901, -3.4566], [-0.7869, -2.7695, -3.1512], [3.8253, -4.1907, -3.7839], [-1.6418, 4.9990, 2.8554], [-0.6477, -4.4008, -4.5632], [4.9642, -0.7492, 0.1932], [2.9541, -2.6345, -2.4900], [-3.6934, 0.6620, 2.6524], [-5.0789, -2.6259, -2.6006], [0.7798, -1.2067, 4.5316], [2.2575, 3.6624, 1.4250], [-3.9028, -1.4868, 3.3940], [-4.3185, 1.4491, -2.3361], [-2.1157, 1.1767, -2.1018], [-2.8466, 4.9300, 4.7507], [2.3189, 0.0181, -4.8018], [3.8175, -1.3173, 1.9984], [-2.6841, 1.9042, -0.8848], [-1.5353, 3.6029, 3.4703], [4.8598, -3.1882, -3.5689], [-4.0425, -2.0288, -0.6620], [-2.4565, 0.1797, 3.3715], [3.6024, 4.0263, -0.2719], [2.0730, -0.7733, 6.4186], [-5.0234, -3.1405, -0.3293], [-0.9294, -5.4534, -4.5919], [5.6037, -3.5138, -2.8418], [1.4182, -1.6598, 3.7731], [-4.0759, 1.6187, 3.0079], [-4.0666, -1.2162, 0.0641], [-3.0216, -2.4106, -0.6725], [-2.2895, 5.0187, 1.9790], [-1.5408, 2.8469, 2.6851], [4.2294, -5.1964, -3.6684], [-3.6078, 0.7183, 1.5672], [1.3381, 0.7838, 3.6989], [-0.7559, 5.6013, 2.6544], [-1.5680, 0.5168, 2.8377], [-1.2242, 1.6565, -2.5057], [-4.6847, -3.9100, 0.3643], [3.4846, 2.2325, -3.1498], [3.2892, -4.0163, -4.7168], [2.8467, 0.5632, 1.5964], [0.8607, 1.4381, -2.5728], [1.9453, 4.1514, 2.3477], [4.3948, -1.7289, 2.8263], [-0.2967, -1.3484, 4.4350], [2.8646, 0.7658, -2.1826], [2.8563, -1.7948, 2.1891], [2.2921, 2.5741, 1.4744], [-1.9481, 0.1263, -1.8634], [-2.1611, -3.5932, -5.9401], [0.5581, 3.3505, 0.0374], [-2.8872, -4.1682, -4.5130], [-2.2483, 1.6175, 0.0723]], "total_charge": -1, "s_squared": 2.01, "e_tot_ev": -141158.044, "e_above_lowest_ev": 0.000, "orbital_gap_ev": [8.2, 8.3], "spin_multiplicity": 3}